9
Properties=species:S:1:pos:R:3 method="wB97M-V/def2-TZVPD" largest_force_ev_per_a=4.627 gap_ev="2.735 / 5.880" energy_ev=-24008.7043 molar_mass_g_mol=229.95 total_charge=+1 relative_energy_kj_mol=333.0 spin_multiplicity=4 homo_energy_ev="-10.096 / -12.223"
H -3.851 2.002 1.919
C 0.944 0.004 0.363
C 0.527 -0.769 -0.650
O 1.422 -1.271 -1.591
C 1.446 -0.987 -2.820
O 0.176 0.521 1.277
H 2.023 0.204 0.399
F -0.736 -1.129 -0.863
Pr -1.951 1.426 1.967



9
Properties=species:S:1:pos:R:3 method="wB97M-V/def2-TZVPD" largest_force_ev_per_a=3.228 gap_ev="9.262 / 6.924" energy_ev=-39463.2454 molar_mass_g_mol=257.98 total_charge=+2 relative_energy_kj_mol=0.0 spin_multiplicity=3 homo_energy_ev="-18.988 / -17.992"
O -0.247 -0.776 -1.365
C -0.668 0.242 -0.663
O -0.895 1.426 -1.057
C 0.521 -1.280 0.156
C -0.242 -0.145 0.648
H 1.570 -1.129 -0.114
H 0.291 -2.274 0.547
F 0.301 0.978 1.356
Tm -0.632 2.957 0.492



9
Properties=species:S:1:pos:R:3 method="wB97M-V/def2-TZVPD" largest_force_ev_per_a=4.770 gap_ev=8.664 energy_ev=-12002.8718 molar_mass_g_mol=105.04 total_charge=-1 relative_energy_kj_mol=257.4 smiles="O=C([O-])[C@@]1(F)CO1" homo_energy_ev=-4.561
O -2.620 -1.630 -0.442
C -2.831 -0.492 0.006
O -3.869 0.065 0.381
C -1.508 0.503 0.071
F -0.993 0.698 1.279
C -0.317 0.847 -1.112
O -1.450 1.682 -0.699
H 0.711 1.118 -0.970
H -0.489 0.382 -2.123



8
Properties=species:S:1:pos:R:3 method="wB97M-V/def2-TZVPD" largest_force_ev_per_a=2.802 gap_ev="5.493 / 5.492" energy_ev=-8732.5462 molar_mass_g_mol=160.67 total_charge=+1 relative_energy_kj_mol=0.0 homo_energy_ev="-11.090 / -11.089"
C 0.004 0.977 0.736
O -0.446 -1.132 0.947
C -0.029 -1.021 -0.264
C 0.189 0.396 -0.502
F 0.977 1.699 1.317
H -0.976 1.197 1.170
H 0.703 0.765 -1.389
Sr -0.422 -2.881 -2.015



8
Properties=species:S:1:pos:R:3 method="wB97M-V/def2-TZVPD" largest_force_ev_per_a=3.146 gap_ev="6.789 / 6.441" energy_ev=-39413.4642 molar_mass_g_mol=246.09 total_charge=+2 relative_energy_kj_mol=248.8 spin_multiplicity=2 homo_energy_ev="-17.142 / -17.127"
C 1.004 0.184 -0.829
C -0.090 0.840 -0.417
O -0.935 0.141 0.455
C -0.395 -0.713 1.276
F 2.111 0.855 -1.167
H 1.025 -0.878 -1.080
H -0.602 1.612 -0.990
Yb -2.118 -2.040 2.751



9
Properties=species:S:1:pos:R:3 method="wB97M-V/def2-TZVPD" largest_force_ev_per_a=2.727 gap_ev="6.056 / 8.090" energy_ev=-43668.7934 molar_mass_g_mol=141.89 total_charge=-1 relative_energy_kj_mol=158.9 spin_multiplicity=6 homo_energy_ev="-2.288 / -4.679"
O -0.212 1.327 0.289
O 0.474 -0.477 -0.639
O 1.961 1.159 -0.260
C -1.230 0.340 0.637
C -0.642 -0.796 0.178
C 0.796 0.758 -0.322
H 2.903 -1.390 0.484
Fe 3.647 0.176 0.019
H -1.045 -1.791 0.002



7
Properties=species:S:1:pos:R:3 method="wB97M-V/def2-TZVPD" largest_force_ev_per_a=2.489 gap_ev="6.185 / 6.949" energy_ev=-19335.5352 molar_mass_g_mol=291.86 total_charge=0 relative_energy_kj_mol=410.7 spin_multiplicity=3 homo_energy_ev="-7.129 / -9.534"
C -1.171 -0.182 -0.275
C 0.929 0.345 0.750
C 0.372 -0.176 -0.633
I -0.965 1.854 0.632
I -0.536 -1.284 1.703
H 0.945 -1.175 -0.860
H 0.426 0.618 -1.317



9
Properties=species:S:1:pos:R:3 method="wB97M-V/def2-TZVPD" largest_force_ev_per_a=4.565 gap_ev=7.996 energy_ev=-16822.9375 molar_mass_g_mol=210.96 total_charge=0 relative_energy_kj_mol=515.3 homo_energy_ev=-8.416
C 1.853 -0.629 0.858
C -0.291 1.403 -0.263
C -0.318 -1.003 -0.056
N -0.929 0.278 -0.258
O -0.926 -2.033 -0.094
O 1.020 -0.961 -0.032
I -1.439 3.124 -0.377
H 2.937 -0.571 0.673
H -1.906 0.391 -0.450



7
Properties=species:S:1:pos:R:3 method="wB97M-V/def2-TZVPD" largest_force_ev_per_a=5.898 gap_ev=12.462 energy_ev=-6122.1055 molar_mass_g_mol=66.06 total_charge=0 relative_energy_kj_mol=36.7 smiles=N#CCC#N homo_energy_ev=-12.131
N -2.013 -0.511 0.801
C -0.921 -0.574 0.351
C 0.342 -0.759 -0.262
C 0.986 0.545 -0.475
N 1.476 1.584 -0.343
H 1.086 -1.342 0.321
H 0.229 -1.436 -1.216



8
Properties=species:S:1:pos:R:3 method="wB97M-V/def2-TZVPD" largest_force_ev_per_a=2.814 gap_ev=9.853 energy_ev=-8165.5702 molar_mass_g_mol=82.06 total_charge=0 relative_energy_kj_mol=399.7 smiles="[O-][N+]#CC1=NC1" homo_energy_ev=-9.989
O 2.363 -1.895 1.480
N 1.482 -1.266 1.017
C 0.411 -0.806 0.851
C -0.159 0.058 -0.036
N 0.297 0.651 -1.058
C -1.130 0.910 -0.686
H -1.899 0.470 -1.307
H -1.364 1.878 -0.261



8
Properties=species:S:1:pos:R:3 method="wB97M-V/def2-TZVPD" largest_force_ev_per_a=3.688 gap_ev=8.840 energy_ev=-8169.2344 molar_mass_g_mol=82.06 total_charge=0 relative_energy_kj_mol=46.2 smiles="O=C1N=CC=N1" homo_energy_ev=-10.893
O 1.980 -0.070 0.053
C 0.750 -0.059 0.008
N -0.175 -1.159 -0.062
C -1.335 -0.666 -0.012
C -1.201 0.774 0.050
N 0.046 1.172 -0.084
H -2.175 -1.260 0.188
H -2.040 1.436 0.125



8
Properties=species:S:1:pos:R:3 method="wB97M-V/def2-TZVPD" largest_force_ev_per_a=2.197 gap_ev=9.496 energy_ev=-8167.8271 molar_mass_g_mol=82.06 total_charge=0 relative_energy_kj_mol=181.9 smiles="N#CC(O)=C=N" homo_energy_ev=-9.604
N -0.259 2.509 -0.940
C -0.244 1.508 -0.359
C -0.230 0.236 0.283
O -1.400 -0.225 0.851
C 0.790 -0.565 0.070
N 1.576 -1.401 -0.370
H -1.179 -0.659 1.685
H 0.946 -1.404 -1.219



8
Properties=species:S:1:pos:R:3 method="wB97M-V/def2-TZVPD" largest_force_ev_per_a=3.514 gap_ev="8.676 / 8.596" energy_ev=-8158.9520 molar_mass_g_mol=82.06 total_charge=0 relative_energy_kj_mol=1038.3 homo_energy_ev="-10.673 / -10.655"
C -0.798 -1.441 0.178
C 0.419 -1.066 -0.050
C -1.027 0.100 0.016
N 0.231 0.876 -0.301
N 1.129 0.020 -0.328
O 3.198 0.758 0.312
H -1.743 0.265 -0.788
H -1.408 0.487 0.961



9
Properties=species:S:1:pos:R:3 method="wB97M-V/def2-TZVPD" largest_force_ev_per_a=5.939 gap_ev=8.006 energy_ev=-10214.9587 molar_mass_g_mol=98.06 total_charge=0 relative_energy_kj_mol=311.7 smiles="N=C=C=O.N=C=O" homo_energy_ev=-9.415
N 0.609 1.839 2.167
C 0.739 1.229 1.096
C 1.303 0.021 0.862
O 1.386 -0.793 0.006
H 0.141 2.707 2.058
N -1.030 -1.785 -1.054
C -1.292 -1.063 -1.948
O -1.817 -0.267 -2.588
H -0.040 -1.888 -0.601



9
Properties=species:S:1:pos:R:3 method="wB97M-V/def2-TZVPD" largest_force_ev_per_a=6.805 gap_ev="7.609 / 7.609" energy_ev=-10210.9991 molar_mass_g_mol=98.06 total_charge=0 relative_energy_kj_mol=693.7 homo_energy_ev="-9.144 / -9.143"
O 0.572 -0.844 2.319
C 0.901 -0.896 1.161
C 0.306 -0.224 -0.022
N 0.525 -0.179 -1.272
C -0.596 0.706 -1.400
N -1.054 0.842 -0.179
O -1.515 0.986 0.959
H 1.751 -1.491 0.782
H -0.891 1.101 -2.348



9
Properties=species:S:1:pos:R:3 method="wB97M-V/def2-TZVPD" largest_force_ev_per_a=0.393 gap_ev=8.694 energy_ev=-10214.5305 molar_mass_g_mol=98.06 total_charge=0 relative_energy_kj_mol=353.0 homo_energy_ev=-9.584
O -2.407 -0.229 -0.141
C -1.550 0.742 0.052
C -0.172 0.187 0.019
N 0.868 0.946 0.207
C 1.893 0.056 0.099
N 1.525 -1.175 -0.141
O 0.158 -1.100 -0.195
H -3.275 0.201 -0.108
H 2.932 0.333 0.202



9
Properties=species:S:1:pos:R:3 method="wB97M-V/def2-TZVPD" largest_force_ev_per_a=4.180 gap_ev=9.641 energy_ev=-10213.9688 molar_mass_g_mol=98.06 total_charge=0 relative_energy_kj_mol=407.2 homo_energy_ev=-9.363
C 1.570 -0.417 -1.081
C -1.371 -0.198 0.542
C -0.285 0.461 1.290
N 1.333 -0.646 0.054
N -1.087 1.052 0.381
O 1.493 -0.142 -2.224
O -2.185 -0.951 0.100
H 1.587 -1.093 1.000
H -1.055 1.933 -0.061



9
Properties=species:S:1:pos:R:3 method="wB97M-V/def2-TZVPD" largest_force_ev_per_a=1.399 gap_ev=10.805 energy_ev=-10216.2100 molar_mass_g_mol=98.06 total_charge=0 relative_energy_kj_mol=191.0 smiles="[H]/N=C(/C#N)OC=O" homo_energy_ev=-11.082
H -1.572 -1.792 -0.438
N -1.698 -1.008 0.180
C -0.661 -0.300 0.271
C -1.122 1.080 0.387
N -1.760 2.028 0.190
O 0.597 -0.713 -0.124
C 1.771 0.069 -0.148
O 2.374 0.217 -1.157
H 2.070 0.419 0.840



10
Properties=species:S:1:pos:R:3 method="wB97M-V/def2-TZVPD" largest_force_ev_per_a=3.589 gap_ev=7.468 energy_ev=-21050.3747 molar_mass_g_mol=130.13 total_charge=0 relative_energy_kj_mol=420.6 smiles="Oc1coc(=S)nn1" homo_energy_ev=-8.956
O 2.298 -0.044 -0.067
C 0.956 -0.092 -0.132
C 0.272 1.037 -0.007
O -1.053 1.077 0.104
C -1.755 -0.139 0.002
S -3.433 -0.127 -0.055
N -0.970 -1.370 0.005
N 0.292 -1.318 0.055
H 2.689 -0.983 0.200
H 0.703 1.960 -0.106



10
Properties=species:S:1:pos:R:3 method="wB97M-V/def2-TZVPD" largest_force_ev_per_a=4.986 gap_ev="9.213 / 8.520" energy_ev=-12260.1713 molar_mass_g_mol=114.06 total_charge=0 relative_energy_kj_mol=12.8 spin_multiplicity=3 homo_energy_ev="-8.515 / -10.788"
C -0.289 0.708 0.000
C -0.354 -0.626 0.000
C -1.671 1.213 0.000
N -1.696 -1.065 0.000
N -2.492 -0.017 0.000
O -2.053 -2.251 0.000
O -3.733 -0.047 0.000
O -2.136 2.304 0.000
H 0.575 1.342 0.000
H 0.417 -1.376 0.000